(1)
C6H5HgN2O6 | ωB97M-V with the def2-TZVPD basis set

Energy above the lowest of the compared OMol25 structures with the same formula, charge and spin (kJ/mol): 118.98
DFT total energy (eV): -25733.4167
Kohn-Sham gap (eV): 7.444
Net charge: +1

The geometry in XYZ format:
```
20
Properties=species:S:1:pos:R:3:mulliken_charge:R:1
O -3.4786 -2.8402 -0.9960 -0.153
C -3.2839 -1.7373 -0.7581 0.139
Hg -1.0650 1.0082 0.1648 1.199
C 0.7928 2.9473 0.6974 0.073
O 1.5450 3.7612 0.9198 -0.105
C -2.5515 2.6752 0.2017 0.066
O -2.6673 3.8568 0.3100 -0.313
C -1.3540 0.3661 2.8301 0.099
O -1.3200 0.0410 3.9146 -0.118
C -0.7401 1.4742 -2.6142 0.096
O -0.4730 1.6416 -3.7035 -0.120
H -3.2462 1.7249 0.0560 0.243
N 1.6563 -2.8318 -0.3789 -0.374
C 1.8290 -1.5164 -0.1053 0.510
N 3.1288 -1.1857 0.1098 -0.372
O 0.8969 -0.6876 -0.0530 -0.645
H 2.4353 -3.4698 -0.4182 0.178
H 0.7205 -3.1486 -0.5525 0.206
H 3.2977 -0.2225 0.3132 0.210
H 3.8773 -1.8565 0.0623 0.180
```


(2)
C6H5I2N2O5Os | ωB97M-V with the def2-TZVPD basis set

DFT total energy (eV): -38181.1252
Kohn-Sham gap (alpha / beta) (eV): 6.069 / 5.464
Net charge: +1

The geometry in XYZ format:
```
21
Properties=species:S:1:pos:R:3:mulliken_charge:R:1
Os 0.4953 -1.7471 1.9746 1.224
C -2.7411 -0.6847 0.0358 -1.256
C -1.3320 -0.3508 -0.2896 0.374
N -0.2437 -0.6984 0.3891 -0.514
C 0.8702 -0.1852 -0.2896 0.398
C 0.4255 0.4982 -1.3806 0.101
N -0.9446 0.3662 -1.3344 0.030
C 0.9402 1.2901 -2.5509 0.547
O 2.2244 1.4762 -2.6875 -0.458
O 0.1226 1.7150 -3.3102 -0.539
C 2.2415 -0.4739 0.2277 0.769
O 3.2086 -0.0529 -0.3001 -0.555
O 2.2715 -1.2568 1.3073 -0.723
H -2.7932 -1.2782 0.9440 0.325
H -3.1922 -1.2562 -0.7740 0.355
H -3.3242 0.2226 0.1850 0.345
H -1.5511 0.7765 -2.0391 0.276
H 2.7382 1.0530 -1.9823 0.384
I 0.4188 0.5533 3.5505 0.100
I 0.3065 2.6996 5.1381 0.019
O -0.1411 -2.6664 3.1863 -0.201
```


- Which formula does entry 1 have?
  C6H5HgN2O6


- What is the formula in the first record?
  C6H5HgN2O6